The following is a DFT calculation (ωB97M-V/def2-TZVPD) of an isolated ion of composition C9H14BrN2 and charge +1.

Geometry as ORCA input:
```
! wB97M-V def2-TZVPD RIJCOSX def2/J DEFGRID3
* xyz 1 3
Br 4.62 0.16 0.13
N 0.87 -1.97 -0.46
N 0.20 2.02 0.04
C 1.94 0.75 -0.55
C 2.13 -1.53 -0.14
C -1.94 -0.86 1.34
C 1.68 2.01 -0.17
C -0.36 -1.78 -0.30
C -0.45 0.74 0.64
C 2.81 -0.31 -0.28
C -1.13 -0.51 0.08
C -1.80 -0.26 -1.31
H -2.58 -1.75 1.07
H -0.02 2.78 0.69
H -2.55 -0.95 -1.67
H -2.56 -0.09 1.75
H 2.31 2.86 -0.33
H -1.30 -1.33 1.98
H -1.17 -0.09 -2.19
H -2.48 0.73 -1.25
H -1.11 1.29 1.29
H 2.82 -2.23 0.31
H -0.46 2.21 -0.69
H 0.35 0.54 1.46
H -0.86 -2.72 -0.58
H 1.07 0.29 -0.86
*
```

Computed properties:
- <S²> = 2.02
- gap between HOMO and LUMO (alpha / beta) (eV) = 6.6 / 6.9
- highest occupied orbital energy (alpha / beta) (eV) = -9.8 / -12.9
- F_max (Eh/bohr) = 0.103

These are the Mulliken partial charges, in e, on atoms 1 to 6: Br -0.06; N -0.40; N -0.03; C -0.15; C -0.10; C -2.07